1.
ORCA calculation (ωB97M-V with the def2-TZVPD basis set) on a structure of composition C33H49ClGaN7OP at a distorted geometry.

Geometry (Å):
C (-0.944, 1.227, -1.021)
C (-0.407, -0.331, -0.839)
C (1.147, -0.431, -0.327)
Ga (1.392, -1.018, 1.640)
C (-0.319, -1.704, 2.574)
C (-1.072, -2.954, 1.803)
P (3.218, -2.478, 1.713)
O (2.631, -4.117, 1.683)
Cl (4.161, -2.298, 3.647)
H (-2.105, 1.211, -1.231)
H (-0.667, 1.813, -0.026)
H (-0.417, 1.702, -1.968)
H (-0.427, -0.811, -1.932)
H (-1.181, -0.943, -0.209)
H (1.802, -1.109, -1.058)
H (1.614, 0.660, -0.436)
H (1.851, 0.316, 2.458)
H (-1.065, -0.818, 2.860)
H (0.030, -2.146, 3.627)
H (-0.667, -3.996, 2.220)
H (-0.955, -2.947, 0.638)
H (-2.210, -2.915, 2.157)
H (3.432, -4.708, 1.845)
N (7.407, -2.306, 0.787)
C (6.435, -3.064, 1.385)
C (6.811, -4.386, 1.297)
C (8.058, -4.425, 0.627)
C (8.403, -3.127, 0.326)
H (7.393, -1.298, 0.700)
H (5.560, -2.600, 1.820)
H (6.250, -5.230, 1.675)
H (8.640, -5.306, 0.390)
H (9.270, -2.718, -0.176)
N (4.035, 2.587, 3.012)
C (2.867, 2.942, 3.636)
C (2.608, 4.261, 3.339)
C (3.654, 4.717, 2.501)
C (4.519, 3.662, 2.313)
H (4.470, 1.675, 3.059)
H (2.322, 2.227, 4.239)
H (1.758, 4.833, 3.687)
H (3.764, 5.708, 2.079)
H (5.436, 3.585, 1.744)
N (-4.042, 4.199, 1.954)
C (-5.014, 3.440, 2.552)
C (-4.638, 2.119, 2.464)
C (-3.391, 2.079, 1.794)
C (-3.046, 3.377, 1.493)
H (-4.056, 5.206, 1.867)
H (-5.889, 3.904, 2.987)
H (-5.199, 1.274, 2.842)
H (-2.809, 1.198, 1.557)
H (-2.179, 3.786, 0.991)
N (-8.000, 2.841, 0.379)
C (-8.647, 2.518, 1.543)
C (-9.972, 2.289, 1.244)
C (-10.128, 2.475, -0.150)
C (-8.894, 2.812, -0.660)
H (-7.017, 3.065, 0.299)
H (-8.112, 2.481, 2.483)
H (-10.742, 2.016, 1.954)
H (-11.041, 2.372, -0.721)
H (-8.576, 3.034, -1.669)
N (-0.978, 2.842, -4.854)
C (-2.145, 3.196, -4.229)
C (-2.404, 4.515, -4.527)
C (-1.358, 4.971, -5.365)
C (-0.493, 3.917, -5.553)
H (-0.542, 1.930, -4.806)
H (-2.690, 2.481, -3.627)
H (-3.254, 5.087, -4.179)
H (-1.248, 5.962, -5.787)
H (0.424, 3.840, -6.121)
N (3.016, -5.730, 4.821)
C (2.044, -6.489, 5.419)
C (2.420, -7.811, 5.331)
C (3.666, -7.850, 4.661)
C (4.012, -6.552, 4.360)
H (3.001, -4.723, 4.734)
H (1.169, -6.025, 5.854)
H (1.859, -8.655, 5.709)
H (4.249, -8.731, 4.424)
H (4.879, -6.143, 3.858)
N (-0.618, 0.918, -7.692)
C (-0.836, -0.412, -7.442)
C (-0.277, -1.136, -8.471)
C (0.305, -0.211, -9.370)
C (0.082, 1.050, -8.863)
H (-0.924, 1.682, -7.104)
H (-1.371, -0.728, -6.556)
H (-0.286, -2.214, -8.563)
H (0.830, -0.440, -10.288)
H (0.360, 2.027, -9.235)

Cartesian forces, eV/Å:
C 0.3 -0.9 0.1
C 0.0 0.0 -1.5
C 0.3 0.8 -1.6
Ga -1.5 1.0 0.5
C -0.7 -1.0 1.2
C -0.5 -0.2 1.3
P 0.0 -1.4 -0.7
O 1.9 0.5 1.0
Cl -0.7 -0.1 0.3
H 2.3 0.2 0.6
H -0.7 -1.0 -2.3
H -0.9 -0.8 2.1
H -0.2 0.9 2.2
H 1.6 1.3 -1.0
H -1.6 1.4 1.4
H -0.9 -2.2 0.2
H 0.2 -0.3 -0.1
H 1.4 -1.9 -0.8
H -0.8 1.0 -2.1
H -0.7 2.3 -1.1
H -0.4 0.0 2.2
H 2.2 -0.3 -1.2
H -1.5 1.0 -0.6
N 0.0 -0.2 0.1
C 0.2 0.1 0.1
C -0.3 0.3 0.1
C 0.4 0.2 -0.2
C 0.2 -0.1 -0.1
H -0.1 -0.4 0.1
H 0.6 -0.2 -0.3
H 0.1 0.1 0.0
H -0.1 0.2 0.0
H -0.1 -0.1 0.1
N -0.1 0.2 0.1
C 0.1 0.0 0.1
C -0.1 -0.3 0.2
C 0.3 0.0 -0.2
C 0.0 0.0 0.0
H -0.3 0.2 -0.1
H 0.1 0.1 -0.2
H 0.1 -0.1 -0.1
H 0.0 -0.2 0.0
H -0.2 0.0 0.1
N 0.0 0.1 0.0
C -0.2 0.0 0.0
C -0.3 0.2 0.1
C 0.3 0.2 -0.2
C 0.0 -0.1 -0.1
H 0.0 -0.4 0.1
H 0.1 -0.1 0.0
H 0.1 0.1 0.0
H -0.1 0.2 0.0
H -0.1 -0.1 0.1
N -0.1 0.0 0.0
C 0.0 0.1 0.0
C 0.2 0.0 0.3
C 0.1 0.1 -0.4
C 0.0 0.0 0.0
H -0.2 -0.2 0.1
H -0.1 0.0 -0.2
H 0.1 0.0 -0.1
H 0.2 0.0 0.1
H -0.1 0.0 0.2
N -0.1 -0.1 -0.1
C -0.1 0.0 0.1
C -0.1 -0.3 0.2
C 0.3 -0.1 -0.2
C 0.1 0.2 -0.1
H -0.1 0.3 0.2
H 0.1 0.2 -0.1
H 0.1 -0.1 0.0
H 0.0 -0.2 0.1
H -0.1 0.1 0.1
N 0.0 -0.2 0.1
C 0.1 0.1 -0.1
C -0.3 0.1 0.2
C 0.3 0.1 -0.2
C -0.1 0.1 0.0
H 0.0 -0.2 -0.1
H 0.1 -0.1 -0.1
H 0.1 0.1 -0.1
H -0.1 0.2 0.0
H -0.1 -0.1 0.1
N 0.1 -0.1 0.0
C 0.0 -0.1 0.0
C -0.2 -0.1 0.3
C 0.1 0.4 -0.1
C 0.0 0.0 -0.1
H 0.0 -0.2 -0.2
H 0.1 0.0 -0.2
H 0.0 0.2 0.0
H -0.1 0.1 0.2
H 0.0 -0.2 0.0

Spin multiplicity ... 1
HOMO-LUMO gap ... 6.6 eV
HOMO ... -4.57 eV
Charge ... -1

Here are the Löwdin charges for atoms 1 to 2, given in e: atom 1 (C): -0.165, atom 2 (C): -0.336

=====

2.
ORCA calculation (ωB97M-V with the def2-TZVPD basis set) on a structure of composition C33H49GeN5O2Ru at a distorted geometry.

Geometry (Å):
Ru (0.265, -0.425, 1.185)
C (-0.272, 4.009, 2.808)
C (-1.467, 3.557, 2.026)
C (-2.364, 4.517, 1.548)
C (-3.450, 4.161, 0.761)
C (-3.660, 2.827, 0.413)
C (-2.806, 1.815, 0.844)
C (-3.215, 0.394, 0.611)
C (-1.710, 2.167, 1.722)
N (-0.977, 1.182, 2.331)
C (-0.847, 1.280, 3.710)
O (-1.441, 2.068, 4.397)
C (0.027, 0.228, 4.242)
C (0.299, 0.114, 5.588)
C (1.138, -0.903, 6.015)
C (1.657, -1.780, 5.075)
C (1.329, -1.588, 3.753)
N (0.520, -0.615, 3.339)
C (1.844, -2.450, 2.687)
O (2.511, -3.425, 2.874)
N (1.433, -2.009, 1.422)
C (1.853, -2.879, 0.348)
C (1.393, -4.211, 0.321)
C (0.357, -4.738, 1.291)
C (1.957, -5.095, -0.596)
C (2.963, -4.681, -1.453)
C (3.382, -3.358, -1.439)
C (2.839, -2.438, -0.546)
C (3.390, -1.031, -0.504)
H (0.113, 4.946, 2.402)
H (0.527, 3.272, 2.837)
H (-0.573, 4.215, 3.838)
H (-2.202, 5.559, 1.808)
H (-4.147, 4.919, 0.422)
H (-4.546, 2.570, -0.158)
H (-3.704, 0.288, -0.357)
H (-3.933, 0.090, 1.379)
H (-2.392, -0.293, 0.676)
H (-0.144, 0.829, 6.269)
H (1.391, -1.005, 7.062)
H (2.313, -2.599, 5.337)
H (-0.195, -3.952, 1.805)
H (0.847, -5.333, 2.061)
H (-0.353, -5.398, 0.789)
H (1.635, -6.132, -0.595)
H (3.441, -5.394, -2.117)
H (4.189, -3.042, -2.092)
H (3.984, -0.826, -1.394)
H (4.040, -0.897, 0.365)
H (2.608, -0.285, -0.432)
N (-0.530, -3.577, -3.892)
C (-0.732, -3.506, -2.393)
C (-0.521, -2.094, -1.852)
N (-0.795, -2.045, -0.399)
H (-0.636, -4.535, -4.229)
H (0.403, -3.262, -4.162)
H (-1.209, -3.008, -4.398)
H (-0.021, -4.189, -1.939)
H (-1.741, -3.855, -2.183)
H (-1.177, -1.388, -2.361)
H (0.513, -1.789, -2.009)
H (-0.325, -2.834, 0.021)
H (-1.788, -2.177, -0.223)
C (-4.335, 1.963, -2.908)
C (-2.844, 2.213, -2.725)
C (-2.035, 0.919, -2.722)
C (-0.553, 1.157, -2.405)
Ge (-0.006, 1.425, -0.561)
C (0.649, 3.221, -0.345)
C (1.710, 3.426, -1.430)
C (2.757, 2.313, -1.371)
C (3.826, 2.427, -2.449)
H (-4.895, 2.899, -2.916)
H (-4.741, 1.333, -2.109)
H (-4.530, 1.459, -3.857)
H (-2.661, 2.748, -1.789)
H (-2.481, 2.853, -3.532)
H (-2.109, 0.469, -3.717)
H (-2.484, 0.209, -2.018)
H (-0.206, 2.052, -2.923)
H (0.068, 0.326, -2.748)
H (1.481, 0.501, 1.376)
H (1.087, 3.315, 0.648)
H (-0.184, 3.925, -0.417)
H (2.184, 4.398, -1.280)
H (1.263, 3.451, -2.425)
H (2.229, 1.337, -1.488)
H (3.217, 2.303, -0.379)
H (3.385, 2.411, -3.449)
H (4.551, 1.616, -2.383)
H (4.370, 3.366, -2.337)

Cartesian forces, eV/Å:
Ru -0.4 -0.3 2.4
C -0.1 0.3 0.1
C -0.6 0.6 0.1
C 0.6 -0.4 0.3
C 0.1 0.1 0.2
C 0.4 -0.7 0.2
C -0.2 0.5 -0.1
C -0.5 0.1 0.2
C -0.1 0.2 0.1
N -0.8 -0.3 -2.2
C 0.1 0.1 0.2
O -0.1 -0.1 0.0
C 0.0 -0.1 0.0
C 0.0 0.0 0.2
C 0.0 0.0 0.2
C 0.0 0.0 0.2
C -0.1 0.2 0.3
N 0.5 0.3 -0.8
C 0.2 0.2 -0.6
O 0.2 -0.3 0.1
N -0.3 -0.1 -1.4
C -0.1 -0.2 0.5
C 0.0 -0.1 0.2
C 0.2 -0.1 -0.1
C -0.1 0.0 0.0
C 0.0 0.0 -0.1
C 0.0 0.1 0.0
C 0.1 0.2 -0.1
C 0.2 -0.4 0.1
H 0.0 -0.1 -0.1
H 0.0 0.0 0.0
H 0.0 0.0 -0.1
H 0.0 -0.1 -0.1
H 0.1 0.0 0.0
H 0.1 -0.1 0.0
H -0.1 0.0 0.1
H 0.0 0.0 0.0
H 0.4 -0.3 0.0
H 0.0 0.0 0.0
H 0.0 0.0 0.0
H 0.0 0.0 0.0
H -0.1 0.1 0.0
H 0.0 0.0 0.0
H 0.0 0.0 0.0
H 0.0 0.1 0.0
H 0.0 0.1 0.0
H -0.1 0.0 0.0
H 0.0 0.0 0.0
H 0.0 0.0 0.0
H -0.1 0.0 0.0
N 0.0 0.1 0.3
C -0.1 0.0 0.0
C -0.1 0.0 0.1
N 0.0 0.6 -0.4
H 0.0 -0.2 0.0
H 0.1 0.0 0.0
H -0.1 0.1 -0.1
H 0.1 -0.1 0.0
H -0.1 -0.1 -0.1
H 0.0 -0.1 0.0
H 0.1 0.0 0.0
H 0.1 -0.2 0.2
H -0.1 0.2 0.0
C 0.0 0.0 0.0
C -0.1 0.0 -0.1
C 0.0 0.0 0.0
C -0.1 -0.3 -0.2
Ge 0.5 -0.5 1.0
C 0.0 0.3 0.2
C 0.2 0.0 0.1
C -0.1 0.2 -0.2
C 0.0 -0.1 0.0
H 0.0 -0.1 0.0
H 0.0 0.0 -0.1
H 0.0 0.0 0.0
H 0.0 0.1 -0.1
H 0.0 0.0 0.0
H 0.0 0.0 0.0
H 0.0 0.0 -0.1
H 0.0 0.0 0.0
H 0.0 0.1 -0.1
H -0.3 0.3 -0.2
H 0.0 0.1 0.0
H 0.0 0.0 -0.1
H 0.0 0.0 0.0
H 0.0 0.1 0.0
H 0.1 0.1 0.0
H 0.0 -0.1 0.0
H 0.0 0.0 0.1
H 0.0 0.0 0.0
H 0.0 0.0 0.0

Spin multiplicity ... 2
HOMO-LUMO gap (spin up / spin down) ... 6.2 / 5.5 eV
HOMO (spin up / spin down) ... -16.41 / -16.41 eV
Charge ... +3
Expectation value of S² ... 0.846

Here are the Löwdin charges for atoms 1 to 2, given in e: atom 1 (Ru): 0.955, atom 2 (C): -0.025

=====

3.
ORCA calculation (ωB97M-V with the def2-TZVPD basis set) on a structure of composition C33H50AuBN8 at a distorted geometry.

Geometry (Å):
Au (0.319, -0.160, -0.017)
C (3.305, 1.058, 1.025)
C (3.068, 0.756, 2.502)
C (3.756, -0.539, 2.948)
C (1.629, 0.718, 2.894)
C (1.143, 1.140, 4.135)
C (-0.242, 1.038, 4.080)
C (-1.057, 1.594, 5.207)
C (-1.446, 3.034, 4.854)
C (-2.222, 0.779, 5.747)
N (-0.563, 0.533, 2.864)
N (0.581, 0.354, 2.168)
B (-1.936, 0.346, 2.158)
N (-2.026, 1.349, 0.977)
N (-1.052, 1.395, 0.036)
C (-1.376, 2.286, -0.904)
C (-2.603, 2.850, -0.537)
C (-2.994, 2.233, 0.643)
C (-4.342, 2.476, 1.251)
C (-4.389, 2.877, 2.722)
C (-5.240, 1.271, 0.950)
C (-0.610, 2.650, -2.129)
C (0.629, 1.803, -2.401)
C (-0.237, 4.142, -2.071)
N (-2.107, -1.082, 1.555)
N (-1.588, -1.343, 0.342)
C (-1.996, -2.532, -0.097)
C (-2.877, -3.040, 0.861)
C (-2.920, -2.110, 1.900)
C (-3.637, -2.374, 3.187)
C (-4.884, -1.527, 3.468)
C (-2.667, -2.349, 4.367)
C (-1.583, -3.149, -1.399)
C (-1.149, -2.090, -2.414)
C (-2.706, -4.003, -2.001)
H (4.326, 1.395, 0.875)
H (2.642, 1.847, 0.676)
H (3.162, 0.172, 0.413)
H (3.502, 1.574, 3.087)
H (3.414, -1.386, 2.357)
H (3.535, -0.743, 3.994)
H (4.831, -0.448, 2.835)
H (1.723, 1.520, 4.952)
H (-0.342, 1.665, 6.040)
H (-2.018, 3.055, 3.933)
H (-0.560, 3.651, 4.721)
H (-2.046, 3.462, 5.652)
H (-2.998, 0.629, 5.002)
H (-2.673, 1.307, 6.584)
H (-1.877, -0.185, 6.111)
H (-2.793, 0.548, 2.923)
H (-3.144, 3.602, -1.076)
H (-4.747, 3.329, 0.694)
H (-4.102, 2.074, 3.391)
H (-5.407, 3.164, 2.972)
H (-3.753, 3.740, 2.900)
H (-4.826, 0.360, 1.371)
H (-5.344, 1.141, -0.125)
H (-6.228, 1.438, 1.367)
H (-1.303, 2.524, -2.974)
H (1.369, 1.934, -1.611)
H (1.083, 2.122, -3.337)
H (0.368, 0.748, -2.505)
H (0.454, 4.329, -1.252)
H (-1.119, 4.760, -1.927)
H (0.239, 4.437, -3.003)
H (-3.426, -3.957, 0.810)
H (-4.012, -3.401, 3.082)
H (-4.624, -0.500, 3.710)
H (-5.403, -1.951, 4.323)
H (-5.566, -1.536, 2.622)
H (-2.082, -1.436, 4.364)
H (-1.985, -3.194, 4.323)
H (-3.223, -2.411, 5.298)
H (-0.725, -3.809, -1.201)
H (-1.987, -1.443, -2.663)
H (-0.790, -2.565, -3.324)
H (-0.340, -1.468, -2.017)
H (-3.612, -3.412, -2.117)
H (-2.929, -4.872, -1.389)
H (-2.400, -4.355, -2.982)
N (5.185, -5.812, -0.040)
C (4.466, -4.926, -0.093)
C (3.549, -3.842, -0.127)
C (3.592, -2.883, -1.140)
C (2.665, -1.859, -1.118)
N (1.732, -1.756, -0.169)
C (1.684, -2.674, 0.798)
C (2.570, -3.730, 0.864)
H (4.334, -2.936, -1.921)
H (2.676, -1.093, -1.881)
H (0.908, -2.553, 1.538)
H (2.515, -4.445, 1.670)

Cartesian forces, eV/Å:
Au -1.0 0.6 0.5
C 0.0 0.0 0.2
C 0.2 -0.2 -0.2
C 0.0 0.2 0.0
C 0.1 0.8 0.8
C -0.3 -0.4 -0.7
C 1.0 0.0 0.3
C -0.2 0.2 0.5
C 0.0 -0.1 -0.1
C 0.0 0.0 -0.1
N -0.7 0.3 0.1
N 0.5 -0.7 -1.1
B 0.2 0.0 0.0
N -0.6 -0.1 0.5
N 1.0 -0.8 0.2
C -0.7 0.4 -0.4
C 0.7 -0.5 0.2
C 0.3 0.3 -0.6
C -0.3 -0.2 0.3
C 0.0 0.1 -0.2
C 0.1 0.2 -0.1
C 0.2 0.2 -0.3
C -0.3 0.1 0.2
C 0.0 -0.2 0.0
N -0.1 0.1 0.7
N 0.6 0.3 -0.8
C -0.3 -0.6 0.2
C 0.4 0.6 -0.1
C 0.1 -0.7 -0.5
C -0.4 0.0 0.4
C 0.2 0.0 -0.1
C 0.0 -0.1 -0.2
C 0.2 0.0 -0.4
C -0.1 -0.2 0.2
C 0.2 0.1 0.2
H 0.1 0.0 -0.1
H -0.1 0.2 -0.1
H 0.0 -0.1 -0.1
H -0.1 -0.1 -0.1
H 0.0 -0.1 -0.1
H 0.1 -0.1 0.1
H 0.2 0.0 0.0
H 0.1 0.0 0.2
H -0.1 -0.1 -0.3
H -0.1 0.1 -0.1
H 0.0 0.0 0.0
H -0.1 0.1 0.1
H -0.1 -0.1 0.0
H 0.0 0.1 0.1
H -0.1 -0.1 0.0
H -0.3 0.1 0.2
H -0.1 0.2 -0.1
H 0.2 -0.1 0.0
H 0.1 -0.1 0.1
H -0.1 0.0 0.0
H 0.1 0.1 0.1
H 0.0 -0.2 0.1
H 0.0 -0.1 -0.1
H -0.1 0.0 0.1
H 0.1 -0.1 0.2
H 0.2 0.1 0.1
H 0.1 -0.1 0.0
H 0.0 -0.3 -0.1
H 0.1 0.1 0.1
H 0.0 0.1 0.0
H 0.0 0.1 0.0
H -0.1 -0.2 0.0
H 0.2 0.2 -0.1
H 0.0 0.2 0.0
H 0.0 0.0 0.0
H -0.1 0.1 -0.1
H 0.0 0.1 0.1
H 0.1 -0.1 0.0
H 0.0 0.0 0.1
H -0.1 0.1 0.0
H 0.0 0.1 -0.1
H 0.0 0.0 0.0
H 0.1 0.1 -0.2
H -0.1 0.0 0.0
H 0.0 -0.1 0.1
H 0.0 -0.1 -0.1
N 0.4 -0.5 0.0
C 0.0 0.1 0.0
C -0.6 0.5 0.1
C -0.2 -0.1 0.2
C 0.2 0.2 -0.5
N -0.8 0.5 0.4
C -0.1 -0.4 0.4
C 0.1 0.1 -0.3
H 0.0 0.0 -0.1
H 0.0 0.0 -0.1
H 0.0 0.0 0.1
H -0.1 0.0 0.0

Spin multiplicity ... 1
HOMO-LUMO gap (spin up / spin down) ... 5.4 / 5.3 eV
HOMO (spin up / spin down) ... -14.66 / -14.67 eV
Charge ... +2

Here are the Löwdin charges for atoms 1 to 2, given in e: atom 1 (Au): 1.289, atom 2 (C): -0.063

=====

no.,total energy (Ha)
1,-4471.626253
2,-3881.937273
3,-1885.516154